No. 1
C23H20N6O2S2ScSeSi | wB97M-V/def2-TZVPD

Geometry as XYZ:
```
56
Properties=species:S:1:pos:R:3:forces:R:3
Sc 0.028 -0.199 0.219 -0.4 0.3 1.3
O 5.114 4.975 0.315 0.2 -0.6 0.0
N 5.573 3.851 0.149 1.4 1.2 0.1
O 6.772 3.620 0.067 -0.5 0.2 0.0
C 4.691 2.734 0.072 -0.2 -2.5 0.2
C 5.257 1.481 0.249 0.0 1.9 -0.1
C 4.476 0.318 0.288 -1.3 -0.9 0.0
C 5.016 -0.967 0.542 -0.1 0.5 -0.1
C 4.173 -2.043 0.602 -0.1 0.1 0.0
C 2.796 -1.850 0.419 0.1 0.1 0.1
N 2.257 -0.658 0.196 -0.1 -0.1 -0.1
C 3.071 0.417 0.117 0.8 0.2 0.2
C 2.475 1.710 -0.118 0.5 0.1 0.0
N 1.135 1.742 -0.292 0.0 0.7 -0.3
C 0.554 2.919 -0.521 -0.1 -0.6 0.1
C 1.257 4.110 -0.575 0.5 0.1 0.1
C 2.622 4.101 -0.381 -0.4 0.0 -0.1
C 3.280 2.880 -0.136 -0.5 0.0 -0.1
H 6.325 1.416 0.393 0.0 0.0 0.0
H 6.081 -1.061 0.697 0.1 -0.1 0.0
H 4.545 -3.036 0.801 0.0 -0.1 0.0
H 2.111 -2.691 0.470 0.0 0.1 0.0
H -0.519 2.902 -0.674 0.1 0.0 0.1
H 0.739 5.037 -0.760 -0.1 0.1 0.0
H 3.176 5.024 -0.410 0.0 -0.1 0.0
N -5.049 1.338 -3.703 -0.2 0.0 -0.5
C -4.542 1.333 -2.677 0.0 0.0 -0.3
C -3.951 1.343 -1.390 0.3 0.1 0.9
C -4.714 1.708 -0.276 0.4 -0.1 -0.1
C -4.104 1.684 0.964 0.1 0.0 -0.1
C -2.777 1.290 1.058 0.0 0.0 0.3
N -2.035 0.954 -0.005 -0.2 0.0 -0.2
C -2.615 0.987 -1.205 -0.1 0.1 -0.3
H -5.746 1.997 -0.399 -0.1 0.0 0.0
H -4.653 1.963 1.851 0.0 0.0 0.1
H -2.283 1.236 2.023 0.1 0.0 -0.1
H -1.996 0.714 -2.057 -0.1 -0.1 0.1
S 1.618 0.537 3.481 0.8 0.1 0.8
C 0.623 0.690 2.320 -0.9 -0.3 -1.3
S 0.636 -2.790 -3.574 0.3 -0.7 -0.6
C 0.180 -1.765 -2.470 -0.4 0.7 0.4
N -0.190 -0.978 -1.663 0.1 -0.2 -0.7
C -1.862 -4.717 -0.379 -0.4 0.5 0.4
Si -2.691 -3.319 0.609 0.7 0.7 0.0
C -3.812 -3.931 2.024 0.5 0.2 -0.7
C -3.584 -2.128 -0.591 0.2 -0.6 0.4
Se -1.007 -2.044 1.648 -0.5 -0.7 0.1
H -2.605 -5.335 -0.871 -0.2 -0.2 -0.1
H -1.268 -5.356 0.266 0.1 -0.1 0.2
H -1.211 -4.305 -1.146 0.1 0.1 -0.1
H -4.624 -4.543 1.650 -0.2 -0.2 -0.1
H -4.236 -3.098 2.576 0.0 0.2 0.0
H -3.231 -4.524 2.723 0.1 -0.1 0.1
H -4.359 -2.642 -1.147 -0.3 -0.2 -0.2
H -2.868 -1.731 -1.310 0.1 0.0 0.0
H -4.047 -1.300 -0.061 0.0 0.1 0.2
```
Positions in Å, forces in eV/Å.

Calculated values
**Net charge**: 0
**2S+1**: 2
**Expectation value of S²**: 0.7548



No. 2
C2H3I2NO | wB97M-V/def2-TZVPD

Geometry as XYZ:
```
9
Properties=species:S:1:pos:R:3:forces:R:3
C -0.883 -0.532 -0.574 0.7 -1.8 -0.4
C 0.469 -0.665 -0.656 0.9 -0.5 -0.5
N 0.369 1.848 0.337 0.2 -0.4 0.2
O -1.461 -0.628 0.596 -0.3 0.5 -0.3
I 1.512 -1.360 1.016 0.1 -0.1 0.2
I -0.922 1.267 1.593 -0.2 0.7 0.6
H -1.521 -0.531 -1.464 0.2 0.7 0.1
H 1.217 -0.737 -1.476 -1.5 0.4 0.2
H 1.220 1.338 0.628 -0.2 0.5 -0.1
```
Positions in Å, forces in eV/Å.

Calculated values
**Net charge**: 0
**2S+1**: 1



No. 3
C42H100N4O10 | wB97M-V/def2-TZVPD

Geometry as XYZ:
```
156
Properties=species:S:1:pos:R:3:forces:R:3
C 3.681 -0.253 -1.740 -0.5 -0.3 -0.6
C 4.827 0.426 -1.021 0.3 0.0 0.5
C 5.633 1.313 -1.976 0.1 -0.6 -0.9
C 4.201 1.283 0.090 -0.5 0.3 -0.5
C 5.156 1.743 1.161 0.6 -0.1 -0.4
C 5.934 0.568 1.756 -0.8 0.4 -0.1
C 6.624 -0.295 0.679 0.3 0.4 0.2
C 7.868 0.454 0.186 0.8 -0.5 0.1
C 7.039 -1.582 1.380 0.3 -1.0 -0.2
N 5.641 -0.620 -0.372 -0.8 -0.4 0.9
O 6.195 -1.510 -1.336 0.1 0.3 0.3
H 4.000 -0.884 -2.571 0.3 0.0 0.1
H 3.077 -0.874 -1.074 0.2 0.0 0.1
H 2.977 0.465 -2.171 0.2 0.2 0.1
H 4.982 1.984 -2.540 0.0 0.3 0.4
H 6.458 1.836 -1.504 -0.2 0.3 0.1
H 6.081 0.693 -2.760 0.1 -0.2 0.2
H 3.799 2.147 -0.449 -0.1 0.0 0.2
H 3.324 0.778 0.513 0.2 -0.2 0.1
H 5.879 2.413 0.683 0.0 0.1 0.2
H 4.642 2.329 1.924 0.0 -0.1 0.1
H 5.254 -0.065 2.337 0.0 0.0 0.0
H 6.641 0.998 2.468 0.3 -0.4 -0.1
H 8.214 0.101 -0.787 -0.3 0.2 -0.2
H 8.710 0.212 0.842 -0.1 0.1 0.2
H 7.763 1.537 0.204 -0.1 0.0 -0.2
H 7.742 -1.367 2.186 -0.2 0.1 0.2
H 7.564 -2.314 0.757 0.1 0.4 -0.4
H 6.186 -2.155 1.754 -0.1 0.3 0.2
H 5.836 -2.358 -1.048 0.0 0.0 -0.3
C -1.737 2.172 2.847 -0.1 -0.1 -0.3
C -0.757 1.588 3.882 -0.8 -0.4 -0.3
C 0.259 0.715 3.145 0.3 1.1 0.2
C -0.165 2.814 4.574 0.9 0.1 -0.1
C 0.621 2.518 5.837 -0.4 0.1 0.5
C -0.267 1.756 6.824 0.9 -0.2 -0.4
C -0.900 0.492 6.216 -1.3 0.3 -0.2
C 0.068 -0.697 6.204 -0.4 0.2 0.6
C -2.116 0.161 7.121 0.5 -0.5 -1.1
N -1.492 0.837 4.909 -0.3 1.3 0.5
O -2.320 -0.190 4.382 0.6 0.1 -0.2
H -2.006 1.472 2.051 -0.1 -0.1 0.2
H -2.650 2.575 3.294 0.0 -0.2 0.2
H -1.281 3.020 2.328 0.2 -0.2 0.1
H -0.172 -0.205 2.758 -0.1 0.0 0.1
H 0.608 1.341 2.317 0.3 -0.4 -0.1
H 1.087 0.519 3.826 0.2 -0.3 -0.3
H 0.469 3.381 3.883 0.0 -0.3 -0.2
H -0.981 3.510 4.786 -0.1 -0.2 0.3
H 1.542 1.939 5.716 0.0 0.0 -0.6
H 0.933 3.471 6.272 0.0 -0.1 0.1
H -1.027 2.424 7.227 -0.1 -0.1 0.0
H 0.384 1.407 7.630 -0.3 0.1 0.3
H 1.003 -0.443 5.711 0.1 -0.2 0.1
H -0.370 -1.602 5.784 -0.1 0.2 -0.4
H 0.214 -0.939 7.261 0.5 0.0 -0.1
H -2.512 -0.763 6.697 -0.1 -0.2 0.7
H -2.898 0.903 6.979 0.1 0.3 0.2
H -1.788 0.097 8.155 -0.2 -0.2 0.1
H -3.129 0.301 4.195 -0.1 -0.2 0.1
C -1.542 -4.363 -2.241 1.0 1.3 -0.5
C -2.842 -4.699 -2.948 -1.1 -1.2 0.4
C -2.635 -5.934 -3.833 -0.3 0.1 -0.7
C -3.891 -5.057 -1.873 0.2 1.1 0.1
C -5.323 -5.163 -2.378 0.7 -0.8 0.5
C -5.747 -3.895 -3.103 -0.1 -1.0 0.3
C -4.752 -3.520 -4.195 0.1 1.2 -1.1
C -4.979 -4.357 -5.457 -1.1 -1.3 0.1
C -5.051 -2.058 -4.602 0.5 -0.4 -0.1
N -3.373 -3.535 -3.677 0.6 0.4 1.0
O -2.400 -3.066 -4.609 -0.7 -0.5 -0.4
H -0.738 -4.244 -2.975 0.0 -0.5 0.0
H -1.510 -3.366 -1.786 -0.6 -0.1 0.2
H -1.216 -5.044 -1.459 -0.3 -0.4 -0.2
H -3.541 -6.300 -4.324 -0.2 0.2 0.3
H -1.972 -5.685 -4.667 0.4 -0.3 0.3
H -2.285 -6.774 -3.235 0.5 0.1 -0.1
H -3.540 -5.932 -1.325 -0.1 -0.1 -0.1
H -3.853 -4.210 -1.174 -0.1 -0.1 0.2
H -5.416 -6.041 -3.027 0.0 0.2 -0.2
H -5.934 -5.435 -1.514 -0.3 0.4 -0.1
H -5.899 -3.057 -2.422 0.1 0.0 0.1
H -6.702 -4.154 -3.566 -0.1 0.5 -0.2
H -5.799 -3.949 -6.052 0.4 0.5 -0.2
H -5.435 -5.326 -5.209 0.5 -0.1 0.2
H -4.124 -4.577 -6.096 0.1 0.3 0.0
H -4.428 -1.771 -5.450 0.0 0.0 0.0
H -4.819 -1.391 -3.774 -0.3 0.1 0.0
H -6.089 -1.994 -4.923 -0.1 0.2 0.2
H -2.471 -3.650 -5.387 0.2 0.2 0.1
C 0.637 5.424 -1.550 -0.7 0.5 -0.9
C 0.150 4.547 -0.386 1.3 -0.6 -0.6
C 1.129 3.358 -0.371 0.6 0.0 1.1
C 0.283 5.314 0.927 -0.8 0.6 0.5
C -0.914 6.233 1.151 -0.1 0.1 0.8
C -2.223 5.461 1.051 0.2 0.3 -0.7
C -2.410 4.736 -0.302 -0.5 0.4 1.4
C -3.537 3.727 -0.101 -0.1 -1.4 -0.8
C -2.754 5.769 -1.376 0.7 -0.3 -1.4
N -1.180 3.953 -0.518 -0.4 0.3 0.2
O -1.269 3.284 -1.777 0.0 0.0 0.2
H 0.040 6.325 -1.723 -0.1 -0.1 0.3
H 1.668 5.764 -1.453 0.0 -0.2 0.3
H 0.576 4.863 -2.485 0.0 -0.1 0.1
H 1.201 2.740 -1.264 -0.2 0.4 -0.3
H 2.120 3.764 -0.144 0.1 -0.1 -0.2
H 0.916 2.666 0.452 -0.2 0.1 0.0
H 0.304 4.680 1.819 0.2 -0.4 -0.3
H 1.181 5.933 0.943 0.2 -0.3 -0.2
H -0.913 6.634 2.172 0.4 -0.1 0.0
H -0.868 7.140 0.542 -0.2 -0.3 -0.4
H -3.014 6.203 1.180 -0.3 -0.4 0.0
H -2.297 4.691 1.820 0.1 0.3 0.2
H -4.433 4.090 0.402 0.0 0.5 -0.4
H -3.269 2.817 0.450 0.6 0.5 0.3
H -3.766 3.266 -1.070 -0.5 0.4 0.0
H -2.336 6.747 -1.141 0.0 0.0 -0.1
H -3.789 5.895 -1.698 -0.3 -0.2 0.8
H -2.307 5.423 -2.317 0.2 0.2 0.1
H -1.391 2.369 -1.495 0.1 0.0 -0.2
C -3.460 -0.932 1.185 -0.9 0.1 -0.6
O -3.849 -0.142 0.041 0.7 -0.3 0.4
H -2.391 -1.141 1.281 0.0 0.1 -0.3
H -3.759 -0.394 2.083 -0.1 -0.1 -0.1
H -4.030 -1.862 1.079 0.3 -0.1 0.6
H -3.648 -0.714 -0.715 0.1 0.4 -0.2
C -2.671 0.131 -3.155 -1.4 1.1 1.1
O -2.412 -1.045 -2.389 0.3 -0.2 -1.0
H -3.692 0.448 -2.892 -0.2 -0.2 -0.6
H -2.148 1.012 -2.780 0.8 -0.5 -0.1
H -2.567 0.053 -4.233 0.2 -0.3 0.0
H -2.681 -1.799 -2.963 0.0 0.1 0.6
C 0.091 -0.237 -0.273 -0.9 -0.5 0.1
O 0.228 -0.788 -1.563 1.0 -0.3 -0.1
H 1.004 0.160 0.175 0.3 0.3 -0.9
H -0.696 0.522 -0.351 0.1 0.2 0.7
H -0.171 -0.993 0.484 -0.5 0.0 -0.2
H -0.635 -1.101 -1.896 0.0 0.3 0.4
C 1.739 -2.159 -4.271 -0.3 -0.6 0.5
O 2.046 -2.244 -5.662 -0.5 0.1 0.4
H 1.962 -3.096 -3.756 0.7 0.0 -0.4
H 2.298 -1.348 -3.812 -0.2 0.0 0.2
H 0.670 -2.083 -4.039 -0.1 0.6 -0.4
H 1.688 -1.424 -6.018 0.2 -0.2 -0.3
C 1.470 -4.107 -0.704 -0.4 0.4 0.3
O 2.715 -4.543 -0.192 -0.1 0.3 -0.3
H 1.456 -3.031 -0.919 0.1 0.0 0.1
H 1.175 -4.584 -1.638 0.4 -0.4 0.1
H 0.680 -4.306 0.033 -0.1 0.0 -0.1
H 2.993 -3.817 0.396 0.3 -0.3 0.0
C 2.512 -1.919 2.354 0.3 1.3 -0.6
O 3.491 -2.435 1.460 0.0 -0.8 0.2
H 1.514 -1.971 1.914 0.0 -0.2 0.0
H 2.514 -2.378 3.340 0.2 -0.3 -0.1
H 2.754 -0.856 2.455 -0.4 0.0 0.4
H 4.037 -1.726 1.098 0.0 0.1 -0.2
```
Positions in Å, forces in eV/Å.

Calculated values
**Net charge**: 0
**2S+1**: 1
**SMILES**: CC1(C)CCCC(C)(C)N1O.CC1(C)CCCC(C)(C)N1O.CC1(C)CCCC(C)(C)N1O.CC1(C)CCCC(C)(C)N1O.CO.CO.CO.CO.CO.CO



No. 4
C6H12NO2 | wB97M-V/def2-TZVPD

Geometry as XYZ:
```
21
Properties=species:S:1:pos:R:3:forces:R:3
C 0.478 -0.814 2.133 1.6 2.2 -1.4
C 0.128 1.569 -0.683 -0.6 0.1 0.0
C 0.406 0.131 -0.791 -0.5 -0.6 1.8
C -0.712 2.378 -1.636 0.2 0.0 0.0
C -0.120 -0.791 -1.830 0.1 0.1 -0.1
C -0.689 -2.587 3.230 -0.4 -0.5 0.8
N 1.452 1.109 -1.181 0.9 0.3 -0.3
O 1.202 -0.028 2.587 -0.9 -1.0 0.1
O -0.285 -1.763 2.058 -0.6 -0.7 -0.2
H 0.183 2.008 0.310 0.2 -0.1 -0.1
H -0.384 3.416 -1.644 0.0 0.0 -0.1
H -1.748 2.355 -1.305 0.0 0.0 0.0
H -0.671 1.983 -2.647 0.0 0.0 -0.1
H 0.558 -1.633 -1.958 0.0 -0.1 0.0
H -0.257 -0.313 -2.806 -0.1 0.0 -0.1
H -1.083 -1.177 -1.503 0.0 0.0 0.0
H 0.090 -2.579 3.989 0.1 0.1 -0.2
H -0.849 -3.588 2.836 0.1 0.2 -0.1
H -1.619 -2.173 3.618 0.2 0.1 -0.2
H 1.642 1.263 -2.174 -0.1 0.0 0.2
H 2.278 1.233 -0.602 -0.2 -0.1 -0.1
```
Positions in Å, forces in eV/Å.

Calculated values
**Net charge**: +1
**2S+1**: 1



Summary of total energy in hartree
-5615.5565 -803.2132 -2631.4215 -440.6378
(order as listed above)
Summary of energy above the lowest of the compared OMol25 structures with the same formula, charge and spin in kcal/mol
10.1 111.3 47.0 91.1
(order as listed above)